# C38H50Ge2N3O3S3Ti

C38H50Ge2N3O3S3Ti as an isolated structure (ωB97M-V/def2-TZVPD, the Open Molecules 2025 dataset).

Cartesian coordinates (Å):
Ti: 0.6259 -0.2714 -0.5284
C: 3.9821 0.4358 -0.5198
N: 3.0466 -0.2673 -1.4357
C: 3.5809 -1.6517 -1.5006
C: 2.6875 -2.6375 -2.1877
N: 1.5220 -3.0185 -1.3841
C: 0.6054 -3.7679 -2.2581
C: 1.8868 -3.7698 -0.1977
C: 2.1702 -5.1334 -0.2944
C: 2.4864 -5.8835 0.8233
C: 2.5259 -5.2642 2.0674
C: 2.2636 -3.9101 2.1705
C: 1.9472 -3.1382 1.0467
S: 1.6719 -1.4060 1.3291
C: 3.0509 0.3150 -2.7831
C: 4.2490 0.7244 -3.3669
C: 4.2793 1.2636 -4.6413
C: 3.0943 1.3839 -5.3559
C: 1.9058 0.9592 -4.7893
C: 1.8629 0.4167 -3.5018
S: 0.2769 -0.0816 -2.8803
H: 3.8002 1.5017 -0.5281
H: 5.0226 0.2496 -0.7992
H: 3.8271 0.0465 0.4821
H: 3.7729 -1.9708 -0.4758
H: 4.5438 -1.6139 -2.0197
H: 3.2717 -3.5358 -2.4254
H: 2.3208 -2.2262 -3.1299
H: -0.1822 -4.2306 -1.6660
H: 1.1231 -4.5541 -2.8185
H: 0.1695 -3.0755 -2.9800
H: 2.1237 -5.6179 -1.2624
H: 2.6817 -6.9438 0.7277
H: 2.7496 -5.8365 2.9593
H: 2.2882 -3.4211 3.1365
H: 5.1744 0.6360 -2.8147
H: 5.2187 1.5917 -5.0676
H: 3.0943 1.8119 -6.3509
H: 0.9750 1.0546 -5.3346
C: 2.9688 3.5021 1.7300
C: 2.1031 2.2652 1.4715
Ge: 1.1221 2.2527 -0.2738
C: 2.1012 3.2406 -1.6730
C: 2.1613 4.7602 -1.4597
C: -0.3428 3.4485 0.1850
C: -1.4020 2.9331 0.8092
Ge: -1.5254 0.9671 0.5450
C: -2.1879 0.0527 2.1380
C: -2.5928 0.9071 3.3461
C: -2.6970 0.7941 -1.0454
C: -4.1064 1.3912 -1.0251
C: -2.3561 3.8407 1.5276
C: -3.7280 3.6030 1.6130
C: -4.5794 4.4840 2.2679
C: -4.0728 5.6241 2.8766
C: -2.7058 5.8659 2.8290
C: -1.8634 4.9830 2.1676
H: 3.4338 3.4714 2.7205
H: 2.3788 4.4209 1.6759
H: 3.7775 3.5977 0.9984
H: 1.2920 2.2074 2.2020
H: 2.6960 1.3605 1.6049
H: 1.5595 3.0232 -2.5988
H: 3.1027 2.8449 -1.8298
H: 1.1662 5.2033 -1.4106
H: 2.6858 5.2487 -2.2871
H: 2.6811 5.0361 -0.5430
H: -0.2407 4.5332 0.0985
H: -1.3645 -0.6034 2.4337
H: -2.9992 -0.6179 1.8382
H: -1.8754 1.7039 3.5590
H: -2.6612 0.2767 4.2370
H: -3.5655 1.3793 3.2169
H: -2.7778 -0.2713 -1.2594
H: -2.1228 1.2379 -1.8609
H: -4.7157 0.9856 -0.2118
H: -4.6335 1.1659 -1.9573
H: -4.0874 2.4770 -0.9242
H: -4.1381 2.7078 1.1703
H: -5.6404 4.2689 2.3140
H: -4.7320 6.3061 3.3992
H: -2.2904 6.7365 3.3219
H: -0.7947 5.1636 2.1651
N: -1.0233 -1.8966 -0.4380
C: -2.0314 -2.5715 0.3533
C: -3.3152 -2.6935 -0.1481
C: -4.2952 -3.3338 0.6015
C: -3.9909 -3.8687 1.8466
C: -2.6893 -3.7384 2.3350
C: -1.7099 -3.0946 1.5934
S: -5.2365 -4.7649 2.7769
O: -4.9482 -4.4220 4.1587
O: -4.9835 -6.1562 2.4420
O: -6.4921 -4.2442 2.2633
H: -1.2562 -1.9564 -1.4231
H: -0.1288 -2.3577 -0.3092
H: -3.5568 -2.2915 -1.1272
H: -5.3075 -3.4298 0.2293
H: -2.4589 -4.1441 3.3127
H: -0.7039 -2.9786 1.9864

Results
HOMO energy (eV): -5.386
Net charge: -1
Gap between HOMO and LUMO (eV): 7.1
Molecular weight (g mol⁻¹): 886.12
Relative energy (zero: lowest compared OMol25 entry of this formula, charge and spin) (kJ/mol): 131.41

# C38H50NO2PtS5Se

C38H50NO2PtS5Se as an isolated structure at a distorted geometry (ωB97M-V/def2-TZVPD, the Open Molecules 2025 dataset).

Cartesian coordinates (Å):
Pt: -1.7102 -1.2590 -1.2107
C: 4.3458 -1.4159 3.1771
C: 3.4325 -2.6094 3.4830
C: 4.0997 -3.8925 2.9693
C: 3.2777 -2.7197 4.9994
C: 2.0886 -2.4180 2.7808
C: 2.0358 -2.2284 1.4053
C: 0.8296 -2.0167 0.7675
Se: 0.8238 -1.7823 -1.1335
C: 1.4464 0.0280 -1.2456
C: 2.7846 0.2981 -0.9955
C: 3.2964 1.5763 -1.1375
C: 2.3978 2.5639 -1.5586
C: 1.0561 2.3408 -1.8210
C: 0.5239 1.0200 -1.6607
O: -0.7041 0.7458 -1.9183
C: 0.1358 3.4801 -2.2756
C: -0.4880 3.1405 -3.6394
C: 0.8839 4.8059 -2.4287
C: -0.9661 3.6914 -1.2275
C: 4.7660 1.8621 -0.8214
C: 5.0332 1.5454 0.6544
C: 5.6693 0.9889 -1.7003
C: 5.1347 3.3267 -1.0597
C: -0.4022 -2.0060 1.4416
O: -1.5302 -1.7596 0.7908
C: -0.3762 -2.3006 2.8250
C: 0.8675 -2.4562 3.4387
C: -1.5994 -2.5019 3.7427
C: -1.6158 -1.4043 4.8156
C: -2.9575 -2.4789 3.0397
C: -1.4840 -3.8792 4.4227
H: 5.2866 -1.5001 3.7284
H: 3.8632 -0.4774 3.4563
H: 4.5832 -1.3646 2.1144
H: 5.0698 -4.0425 3.4519
H: 4.2593 -3.8488 1.8908
H: 3.4708 -4.7608 3.1787
H: 4.2629 -2.8350 5.4574
H: 2.6756 -3.5860 5.2817
H: 2.8147 -1.8240 5.4188
H: 2.9417 -2.2436 0.8101
H: 3.4315 -0.5200 -0.6954
H: 2.7740 3.5671 -1.6936
H: 0.2908 3.0703 -4.4040
H: -1.1953 3.9229 -3.9340
H: -1.0190 2.1918 -3.5963
H: 1.6602 4.7507 -3.1964
H: 1.3442 5.1239 -1.4902
H: 0.1709 5.5783 -2.7279
H: -1.5107 2.7669 -1.0481
H: -1.6759 4.4546 -1.5608
H: -0.5253 4.0196 -0.2818
H: 4.8333 0.4964 0.8733
H: 4.3835 2.1464 1.2942
H: 6.0742 1.7585 0.9190
H: 5.4886 -0.0727 -1.5236
H: 6.7249 1.1918 -1.4937
H: 5.4790 1.1879 -2.7568
H: 4.5383 3.9944 -0.4344
H: 4.9926 3.6139 -2.1039
H: 6.1866 3.4830 -0.8062
H: 0.8689 -2.6342 4.5053
H: -1.7381 -0.4234 4.3519
H: -0.6899 -1.3893 5.3920
H: -2.4474 -1.5632 5.5084
H: -3.1412 -1.5191 2.5640
H: -3.7380 -2.6515 3.7858
H: -3.0274 -3.2631 2.2845
H: -0.6447 -3.9291 5.1169
H: -1.3453 -4.6609 3.6731
H: -2.3967 -4.0980 4.9833
N: -3.6538 -2.0025 -0.6291
C: -4.7980 -1.1604 -0.6103
C: -4.9966 -0.2653 0.4314
C: -6.0609 0.6200 0.3815
C: -6.9302 0.6205 -0.7026
C: -6.7290 -0.2825 -1.7357
C: -5.6709 -1.1772 -1.6891
H: -3.2574 -2.2366 0.2835
H: -3.7477 -2.8081 -1.2336
H: -4.2922 -0.2341 1.2525
H: -6.1961 1.3333 1.1841
H: -7.7435 1.3318 -0.7495
H: -7.3903 -0.2846 -2.5928
H: -5.4856 -1.8555 -2.5139
C: -1.8471 0.4797 -6.5507
S: -3.5678 -0.0129 -6.2720
C: -3.8100 0.7533 -4.7139
C: -3.3231 0.2905 -3.5379
S: -2.4714 -1.2356 -3.3600
S: -3.6111 1.3402 -2.1773
C: -4.5230 2.5555 -2.9744
S: -5.1495 3.8813 -2.2017
S: -4.6826 2.2598 -4.6579
H: -1.5154 -0.0142 -7.4635
H: -1.2390 0.1487 -5.7101
H: -1.7779 1.5591 -6.6693

Results
HOMO energy (eV): -4.409
Net charge: -1
Gap between HOMO and LUMO (eV): 6.6
Molecular weight (g mol⁻¹): 987.20
Relative energy (zero: lowest compared OMol25 entry of this formula, charge and spin) (kJ/mol): 123.59